No. 1
15
Properties=species:S:1:pos:R:3 method="wB97M-V/def2-TZVPD" homo_energy_ev=-10.15 smiles=C#CCOCCO de_lowest_kj_mol=278.6 molar_mass_g_mol=100.1 homo_lumo_gap_ha=0.40700
O 1.34 1.96 -1.33
C 0.70 2.13 -0.08
C -0.42 1.14 0.10
O 0.15 -0.15 0.05
C -0.83 -1.17 0.09
C -0.19 -2.47 0.27
C 0.30 -3.55 0.49
H 1.55 1.01 -1.39
H 0.30 3.15 -0.07
H 1.42 2.04 0.75
H -1.16 1.26 -0.70
H -0.93 1.29 1.07
H -1.43 -1.16 -0.84
H -1.53 -0.98 0.92
H 0.75 -4.50 0.67

=====

No. 2
10
Properties=species:S:1:pos:R:3 method="wB97M-V/def2-TZVPD" homo_energy_ev=-15.59 smiles="NC(N)=[NH2+]" de_lowest_kj_mol=114.7 molar_mass_g_mol=60.1 homo_lumo_gap_ha=0.42923 total_charge=+1
C 0.02 -0.17 0.03
N -0.78 0.93 0.75
N -0.61 -0.99 -0.83
N 1.32 -0.04 0.32
H -1.71 0.59 0.83
H -0.18 1.52 1.34
H -1.63 -0.93 -0.78
H -0.05 -1.83 -1.20
H 1.64 0.23 1.32
H 1.90 -0.82 -0.06

=====

No. 3
64
Properties=species:S:1:pos:R:3 method="wB97M-V/def2-TZVPD" homo_energy_ev=-8.96 molar_mass_g_mol=637.5 homo_lumo_gap_ha=0.33822
C 0.40 -4.34 3.91
C 1.79 -4.24 3.29
O 2.02 -4.86 2.34
O 2.82 -3.40 3.75
C 2.65 -2.89 5.02
O 2.47 -3.56 5.95
C 2.77 -1.36 5.20
C 1.67 -0.53 4.50
O 0.40 -1.18 4.40
S -0.53 0.03 3.79
O -1.58 -0.63 3.12
O -0.81 1.04 4.74
O 0.62 0.72 2.84
C 1.90 0.08 3.10
I 2.10 -1.24 1.39
H -0.26 -3.50 3.66
H -0.09 -5.24 3.47
H 0.39 -4.46 5.00
H 2.65 -1.18 6.28
H 3.78 -1.00 4.95
H 1.60 0.38 5.14
H 2.73 0.78 2.97
C 7.56 -0.61 4.66
C 6.39 -1.02 3.88
N 5.48 -1.34 3.26
H 8.21 0.05 4.08
H 7.26 -0.08 5.56
H 8.15 -1.48 4.96
C -3.85 -3.85 2.02
C -2.67 -4.67 2.26
N -1.74 -5.31 2.46
H -4.41 -4.21 1.16
H -4.53 -3.86 2.88
H -3.58 -2.81 1.83
C -2.49 0.13 -0.37
C -1.18 -0.44 -0.71
N -0.16 -0.88 -0.97
H -3.25 -0.18 -1.09
H -2.82 -0.18 0.62
H -2.46 1.22 -0.38
C -0.79 2.68 -3.24
C -2.19 3.06 -3.22
N -3.30 3.37 -3.21
H -0.36 2.79 -4.23
H -0.20 3.29 -2.56
H -0.66 1.64 -2.94
C 1.20 0.76 -7.18
C 0.44 0.52 -5.96
N -0.15 0.33 -4.99
H 0.55 1.12 -7.98
H 1.97 1.52 -7.03
H 1.69 -0.14 -7.53
C -5.04 1.89 -5.79
C -5.23 1.74 -7.22
N -5.38 1.63 -8.36
H -6.00 1.90 -5.26
H -4.46 1.06 -5.38
H -4.52 2.81 -5.54
C -1.55 6.63 -4.62
C -0.36 5.82 -4.40
N 0.58 5.18 -4.22
H -2.13 6.25 -5.46
H -2.20 6.63 -3.75
H -1.29 7.66 -4.84

=====

No. 4
76
Properties=species:S:1:pos:R:3 method="wB97M-V/def2-TZVPD" homo_energy_ev=-5.22 de_lowest_kj_mol=0.0 molar_mass_g_mol=856.9 homo_lumo_gap_ha=0.27324 total_charge=-1
Ni -1.43 0.85 0.84
Cl -0.38 3.79 1.48
C -0.91 3.49 -0.15
C -1.37 2.22 -0.47
C -1.75 2.02 -1.78
Cl -2.30 0.43 -2.24
C -1.69 3.02 -2.75
Cl -2.14 2.70 -4.39
C -1.24 4.28 -2.39
Cl -1.15 5.54 -3.57
C -0.84 4.53 -1.08
Cl -0.27 6.09 -0.63
S -7.26 -2.86 -0.10
C -5.94 -1.90 0.24
S -6.08 -0.23 0.72
C -4.33 -0.08 0.79
N -3.73 -1.19 0.51
N -4.63 -2.20 0.21
C -4.01 -3.42 -0.18
C -2.82 -3.35 -0.90
C -2.18 -4.52 -1.26
C -2.71 -5.76 -0.92
C -3.90 -5.81 -0.21
C -4.56 -4.65 0.17
S -3.58 1.41 1.21
H -2.40 -2.38 -1.13
H -1.25 -4.46 -1.81
H -2.21 -6.67 -1.21
H -4.32 -6.77 0.07
H -5.48 -4.69 0.73
C 3.91 -0.59 -1.48
C 2.62 -0.89 -0.72
C 1.65 -1.62 -1.66
C 2.94 -1.82 0.45
Si 1.77 0.69 -0.03
O 0.29 0.29 0.40
C 1.94 2.08 -1.31
C 2.51 3.31 -0.99
C 2.66 4.31 -1.94
C 2.26 4.10 -3.25
C 1.67 2.88 -3.59
C 1.52 1.89 -2.63
C 2.75 1.21 1.50
C 4.09 1.62 1.49
C 4.76 1.92 2.66
C 4.11 1.84 3.88
C 2.78 1.44 3.92
C 2.11 1.13 2.74
H 4.36 -1.52 -1.86
H 4.66 -0.11 -0.83
H 3.74 0.07 -2.33
H 2.06 -2.60 -1.94
H 1.48 -1.07 -2.59
H 0.68 -1.77 -1.18
H 3.34 -2.77 0.08
H 2.06 -2.04 1.05
H 3.69 -1.38 1.12
H 2.82 3.51 0.03
H 3.09 5.27 -1.66
H 2.36 4.88 -3.99
H 1.32 2.72 -4.60
H 1.03 0.97 -2.92
H 4.61 1.70 0.55
H 5.80 2.24 2.63
H 4.63 2.08 4.80
H 2.26 1.37 4.87
H 1.07 0.83 2.77
N -2.13 -1.96 3.76
C -1.24 -2.66 2.98
C -0.83 -1.79 2.02
N -1.45 -0.58 2.21
C -2.23 -0.71 3.26
H -2.64 -2.31 4.56
H -1.00 -3.69 3.16
H -0.14 -1.92 1.21
H -2.88 0.05 3.65

=====

No. 5
9
Properties=species:S:1:pos:R:3 method="wB97M-V/def2-TZVPD" homo_energy_ev=-10.49 smiles="N#C[C@H](S)C=O" de_lowest_kj_mol=134.8 molar_mass_g_mol=101.1 homo_lumo_gap_ha=0.38706
C -1.86 0.48 0.40
C -0.09 -1.26 0.54
C -0.45 0.09 0.96
N -2.79 0.87 -0.14
O -0.76 -2.04 -0.07
S 0.71 1.34 0.21
H 0.88 -1.38 0.96
H -0.55 0.04 2.11
H 0.61 0.75 -0.89

=====

No. 6
15
Properties=species:S:1:pos:R:3 method="wB97M-V/def2-TZVPD" homo_energy_ev=-14.15 smiles="CNC(=O)C[NH3+]" de_lowest_kj_mol=233.2 molar_mass_g_mol=89.1 homo_lumo_gap_ha=0.37721 total_charge=+1
N 2.03 1.03 0.09
C 1.35 -0.28 0.38
C -0.09 -0.01 0.12
N -0.77 -0.93 -0.61
C -2.29 -1.02 -0.41
O -0.54 1.07 0.47
H 2.65 1.11 -0.75
H 1.18 1.69 0.11
H 2.67 1.32 0.88
H 1.38 -0.15 1.47
H 1.92 -1.27 -0.04
H -0.29 -1.07 -1.43
H -2.29 -1.87 0.21
H -2.49 -0.21 0.25
H -2.99 -0.93 -1.29